[1]
DFT (the ωB97M-V functional and the def2-TZVPD basis) results for a molecular structure, C5H11NO.

Summary:
Energy above the lowest of the compared OMol25 structures with the same formula, charge and spin (eV): 4.6665

Each line ends with the Löwdin charge.
Geometry (Å):
C: -1.752 1.095 -0.274  -0.1016
C: -1.170 -1.134 0.246  0.0037
N: 0.113 -0.800 0.456  -0.2001
C: 0.278 0.263 1.365  -0.0978
C: 0.962 -0.882 -0.705  -0.4295
O: 0.648 -1.585 -1.632  0.1013
C: 2.214 -0.044 -0.699  -0.0010
H: -2.804 0.849 -0.117  0.0173
H: -1.476 0.833 -1.300  0.0231
H: -1.664 2.188 -0.192  0.0221
H: -1.402 -1.741 -0.618  0.0991
H: -1.822 -1.151 1.110  0.0970
H: -0.226 0.070 2.312  0.0831
H: 1.304 0.591 1.510  0.0629
H: -0.768 0.962 0.652  0.0490
H: 2.700 -0.173 -1.666  0.0891
H: 2.893 -0.354 0.100  0.0933
H: 1.971 1.012 -0.547  0.0891



[2]
DFT (the ωB97M-V functional and the def2-TZVPD basis) results for a molecular structure, C16H28F6NO9S2 in a non-equilibrium geometry.

Summary:
Charge: -1

Each line ends with the Löwdin charge.
Geometry (Å):
C: 3.506 -1.408 1.586  -0.1118
C: 2.459 -1.813 0.467  -0.2106
C: 1.295 -2.643 1.113  -0.2113
O: 0.245 -3.012 0.208  -0.1759
C: -0.659 -1.996 -0.175  -0.2423
S: -2.135 -1.896 0.960  0.6295
O: -3.240 -2.526 0.148  -0.4202
O: -1.969 -2.691 2.202  -0.3542
N: -2.648 -0.307 1.193  -0.3368
S: -2.046 0.430 2.578  0.5854
O: -0.752 -0.101 3.094  -0.3925
O: -3.116 0.563 3.621  -0.4017
C: -1.722 2.178 2.070  -0.2272
C: -0.550 2.158 1.037  -0.4454
C: 0.626 3.099 1.440  -0.0764
C: -1.176 2.518 -0.376  -0.0918
H: 3.189 -0.460 2.089  0.0814
H: 3.588 -2.189 2.373  0.0734
H: 4.511 -1.214 1.126  0.0473
H: 2.943 -2.391 -0.354  0.1083
H: 2.140 -0.842 0.012  0.0933
H: 1.775 -3.606 1.423  0.1288
H: 0.865 -2.202 2.041  0.1235
H: -0.222 -0.981 -0.318  0.0955
H: -1.061 -2.292 -1.172  0.1143
H: -2.626 2.663 1.650  0.0991
H: -1.407 2.752 2.973  0.0964
H: -0.138 1.131 0.950  0.0917
H: 1.556 2.509 1.349  0.0612
H: 0.764 3.958 0.736  0.0742
H: 0.564 3.416 2.502  0.0715
H: -2.031 1.828 -0.530  0.0657
H: -1.544 3.566 -0.282  0.0747
H: -0.418 2.455 -1.186  0.0715
C: 9.161 2.509 -2.038  -0.0638
C: 9.155 1.476 -0.928  -0.2021
O: 7.937 1.530 -0.170  0.0307
C: 6.866 0.991 -0.757  -0.3883
O: 6.864 0.484 -1.838  0.1753
C: 5.652 1.085 0.160  -0.5481
F: 5.490 2.316 0.654  0.1730
F: 5.769 0.253 1.205  0.1368
F: 4.531 0.771 -0.474  0.1791
H: 8.982 3.506 -1.631  0.0837
H: 10.116 2.504 -2.563  0.0811
H: 8.371 2.315 -2.765  0.0754
H: 9.962 1.690 -0.227  0.1238
H: 9.319 0.468 -1.312  0.1268
C: -5.845 -1.595 -0.941  -0.0612
C: -7.216 -1.996 -0.440  -0.1844
O: -8.272 -1.360 -1.198  0.0282
C: -8.512 -1.866 -2.402  -0.4104
O: -7.934 -2.790 -2.891  0.1658
C: -9.662 -1.118 -3.069  -0.5480
F: -9.503 0.210 -3.012  0.1614
F: -10.834 -1.396 -2.481  0.1582
F: -9.789 -1.436 -4.357  0.1614
H: -5.742 -0.507 -0.936  0.0873
H: -5.060 -2.030 -0.313  0.0418
H: -5.684 -1.925 -1.968  0.0771
H: -7.337 -1.662 0.590  0.1258
H: -7.349 -3.080 -0.446  0.1252



[3]
DFT (the ωB97M-V functional and the def2-TZVPD basis) results for 2 unconnected molecules or ions with the total composition C27H39F8IN3O7S2 in a non-equilibrium geometry.

Summary:
Energy above the lowest of the compared OMol25 structures with the same formula, charge and spin (eV): 20.2481
Charge: +1

Each line ends with the Löwdin charge.
Geometry (Å):
C: -1.459 5.236 4.672  -0.1024
C: -0.854 3.840 3.976  -0.3818
C: 0.148 3.076 5.059  -0.1104
C: -2.105 2.880 3.467  -0.1739
C: -1.570 1.791 2.317  -0.2711
C: -1.200 2.717 0.991  -0.0888
C: -2.816 0.798 1.926  -0.1417
O: -2.616 -0.619 2.267  -0.0868
C: -1.396 -1.175 1.662  -0.0613
N: -0.438 -1.804 2.671  0.0112
C: -0.636 -1.847 4.170  -0.1047
C: -1.888 -2.773 4.681  -0.6381
O: -2.346 -2.615 5.953  -0.1107
I: -2.900 -4.317 3.480  0.8355
C: 0.663 -2.318 1.769  -0.0083
C: 2.005 -3.140 2.245  -0.1235
C: 1.674 -4.331 3.331  -0.1962
C: 2.601 -4.149 4.707  -0.2284
S: 4.440 -4.008 4.358  0.8104
O: 4.797 -4.730 3.002  -0.3642
O: 5.324 -4.617 5.485  -0.3501
O: 4.975 -2.376 4.143  -0.2154
C: 0.422 -1.987 0.181  -0.0903
N: 1.358 -2.331 -0.957  0.0658
C: 1.005 -3.540 -1.523  -0.5025
S: 0.350 -4.767 -2.536  0.7264
N: -0.919 -1.289 0.231  0.0307
C: -1.650 -0.795 -0.998  -0.0542
C: -0.715 0.339 -1.735  -0.1454
O: -0.043 -0.312 -2.871  -0.2086
C: 1.316 0.207 -3.092  -0.0798
C: 1.913 -0.638 -4.405  -0.1340
F: 1.231 -1.975 -4.354  -0.0115
F: 1.588 0.106 -5.672  0.0049
C: 3.542 -0.833 -4.356  -0.0851
F: 3.824 -1.610 -3.091  -0.0031
F: 4.284 0.468 -4.179  0.0310
C: 4.169 -1.722 -5.584  -0.1089
F: 3.158 -2.218 -6.564  0.0216
F: 4.898 -2.956 -5.105  0.0136
C: 5.297 -0.896 -6.493  -0.0701
F: 6.588 -0.720 -5.749  -0.0255
F: 4.771 0.356 -7.085  -0.0148
H: -0.606 6.044 4.504  0.0961
H: -2.442 5.506 4.096  0.0778
H: -1.611 5.004 5.814  0.0874
H: -0.158 4.211 3.104  0.1199
H: 0.426 3.857 5.890  0.0844
H: 1.156 2.850 4.473  0.0806
H: -0.302 2.068 5.472  0.0736
H: -2.412 2.232 4.414  0.1251
H: -3.049 3.482 3.122  0.1240
H: -0.644 1.262 2.799  0.1338
H: -1.844 2.467 0.045  0.0704
H: -1.425 3.862 1.242  0.0988
H: -0.068 2.639 0.699  0.0844
H: -3.184 0.920 0.797  0.1286
H: -3.746 1.165 2.579  0.1559
H: 0.373 -2.155 4.686  0.1349
H: -0.849 -0.728 4.529  0.1606
H: 2.410 -3.694 1.268  0.1372
H: 2.839 -2.388 2.578  0.1126
H: 0.548 -4.338 3.707  0.0927
H: 1.841 -5.413 2.857  0.1459
H: 2.228 -3.169 5.237  0.0995
H: 2.304 -5.062 5.397  0.1448
H: 4.240 -1.729 4.370  0.0906
H: -1.693 -1.721 -1.751  0.1638
H: -2.762 -0.478 -0.822  0.1459
H: 0.121 0.747 -1.006  0.1296
H: -1.300 1.262 -2.156  0.1303
H: 1.279 1.340 -3.445  0.1663
H: 2.048 0.090 -2.186  0.1415
H: 5.546 -1.615 -7.412  0.1959
C: -3.385 3.365 -5.509  -0.1762
C: -4.642 2.563 -5.728  -0.1762
C: -4.366 1.314 -4.919  -0.2038
O: -3.520 1.703 -3.828  -0.1665
C: -3.045 3.034 -4.073  -0.2157
H: -3.512 4.436 -5.682  0.1204
H: -2.593 3.001 -6.175  0.1207
H: -5.501 3.098 -5.307  0.1200
H: -4.853 2.352 -6.779  0.1209
H: -3.825 0.568 -5.512  0.1196
H: -5.280 0.855 -4.531  0.1187
H: -3.561 3.706 -3.378  0.1183
H: -1.971 3.084 -3.874  0.1078



no.,energy (Ha),orbital gap (eV)
1,-326.9599,7.9
2,-2753.9678,7.8
3,-3635.1465,7.7